The following is a quantum chemistry calculation of a single C25H28N2O5 molecule, from OMol25.

Calculated values
- LUMO (eV) = -0.1
- SMILES = Cc1c(O[C@H](C)C(=O)NCCN2CCOCC2)ccc2c(-c3ccccc3)cc(=O)oc12
- HOMO energy (eV) = -8.658
- gap between HOMO and LUMO (eV) = 8.51

Element x y z (Å)
C (-2.381, -1.776, -2.684)
C (-1.568, -1.805, -1.427)
C (-2.161, -1.832, -0.164)
O (-3.526, -1.779, -0.129)
C (-4.139, -1.193, 1.014)
C (-5.618, -1.009, 0.694)
C (-3.480, 0.161, 1.336)
O (-3.246, 0.517, 2.470)
N (-3.224, 0.897, 0.234)
C (-2.308, 2.014, 0.244)
C (-0.924, 1.539, -0.217)
N (0.003, 2.621, -0.479)
C (0.449, 3.278, 0.741)
C (1.402, 4.418, 0.382)
O (2.517, 3.951, -0.339)
C (2.098, 3.306, -1.518)
C (1.166, 2.136, -1.209)
C (-1.364, -1.866, 0.986)
C (0.006, -1.843, 0.886)
C (0.635, -1.775, -0.361)
C (2.060, -1.652, -0.545)
C (2.975, -1.704, 0.607)
C (3.878, -0.668, 0.826)
C (4.748, -0.717, 1.899)
C (4.737, -1.806, 2.754)
C (3.852, -2.848, 2.533)
C (2.970, -2.797, 1.469)
C (2.543, -1.466, -1.798)
C (1.689, -1.435, -2.965)
O (2.058, -1.260, -4.100)
O (0.347, -1.627, -2.752)
C (-0.174, -1.754, -1.509)
H (-2.106, -0.915, -3.293)
H (-2.177, -2.666, -3.277)
H (-3.441, -1.743, -2.451)
H (-4.035, -1.844, 1.892)
H (-6.065, -1.971, 0.458)
H (-5.742, -0.347, -0.159)
H (-6.123, -0.579, 1.554)
H (-3.395, 0.467, -0.664)
H (-2.674, 2.797, -0.424)
H (-2.280, 2.388, 1.268)
H (-0.526, 0.831, 0.532)
H (-1.052, 0.991, -1.156)
H (-0.415, 3.686, 1.265)
H (0.967, 2.566, 1.408)
H (1.795, 4.889, 1.284)
H (0.858, 5.164, -0.216)
H (3.001, 2.956, -2.020)
H (1.571, 4.021, -2.168)
H (0.837, 1.680, -2.145)
H (1.716, 1.378, -0.621)
H (-1.818, -1.888, 1.963)
H (0.606, -1.845, 1.782)
H (3.885, 0.184, 0.161)
H (5.438, 0.097, 2.067)
H (5.420, -1.845, 3.590)
H (3.847, -3.704, 3.192)
H (2.291, -3.617, 1.286)
H (3.599, -1.355, -1.986)

Force components x, y, z for each atom (eV/Å):
0.00 0.03 0.05
-0.01 -0.01 -0.07
0.59 -0.04 -0.16
-0.01 -0.15 -0.20
-0.23 0.13 0.40
0.37 -0.16 -0.01
-0.22 -0.34 -0.23
0.06 0.02 0.36
-0.06 0.13 -0.34
0.31 0.10 0.05
-0.16 0.09 0.06
0.00 -0.03 -0.02
0.17 0.26 -0.14
-0.29 -0.03 0.29
0.17 -0.02 0.09
-0.11 -0.36 -0.22
0.17 0.31 -0.06
-0.31 -0.09 0.09
0.03 0.00 -0.28
-0.37 -0.05 -0.22
0.25 0.06 -0.70
0.20 0.03 0.15
-0.10 -0.03 -0.04
0.09 0.01 0.06
0.04 0.03 0.03
-0.01 -0.07 0.05
0.01 0.03 -0.06
-0.05 -0.08 0.58
0.37 0.20 -0.61
-0.17 -0.08 0.40
-0.22 -0.05 -0.17
-0.30 -0.05 0.96
-0.04 0.04 -0.10
-0.03 -0.03 -0.11
-0.03 0.01 -0.07
0.11 0.18 -0.13
-0.06 -0.07 0.00
-0.03 0.07 -0.06
-0.06 0.04 0.08
0.00 -0.07 0.14
0.04 0.02 0.08
-0.04 0.07 -0.12
-0.04 0.01 -0.11
0.01 -0.03 0.05
0.03 0.02 0.09
-0.04 0.02 0.02
-0.09 0.01 -0.04
0.03 -0.02 0.08
-0.08 0.02 -0.04
0.05 -0.06 0.01
0.02 -0.04 -0.01
0.00 -0.01 -0.04
-0.07 0.03 0.11
0.02 0.02 0.07
-0.02 0.08 -0.06
0.05 0.07 0.02
0.05 0.00 0.07
0.01 -0.07 0.05
-0.07 -0.06 0.00
0.07 -0.02 -0.03

Here are the Mulliken charges for atoms 1 to 4, given in e: number 1, C, carries -1.96; number 2, C, carries 1.50; number 3, C, carries 0.66; number 4, O, carries -0.59

***

The following is a quantum chemistry calculation of a molecular structure, C25H28N3O4RuSSi2, from OMol25.

Calculated values
- LUMO (eV) = 2.6
- HOMO energy (eV) = -3.652
- gap between HOMO and LUMO (eV) = 6.24
- charge = -1

Element x y z (Å)
Ru (-1.214, -0.534, 1.448)
N (-0.594, 0.749, 5.421)
C (-0.976, 0.663, 4.095)
S (-2.328, -0.352, 3.700)
N (-0.297, 1.400, 3.261)
N (-0.818, 1.318, 1.948)
C (-0.980, 2.488, 1.445)
C (-1.673, 3.002, 0.244)
C (-2.345, 4.201, 0.531)
C (-3.097, 4.904, -0.388)
C (-3.183, 4.421, -1.683)
C (-2.511, 3.260, -2.014)
C (-1.757, 2.538, -1.083)
O (-1.093, 1.433, -1.497)
H (-0.814, -0.076, 5.953)
H (0.342, 1.104, 5.549)
H (-0.688, 3.284, 2.124)
H (-2.278, 4.576, 1.546)
H (-3.604, 5.814, -0.096)
H (-3.758, 4.942, -2.438)
H (-2.567, 2.899, -3.033)
C (1.672, 0.935, -0.328)
Si (0.415, -0.479, -0.128)
C (-2.943, -0.111, 0.363)
C (0.483, -1.378, -1.816)
C (1.124, -2.614, -1.963)
C (1.145, -3.297, -3.170)
C (0.513, -2.762, -4.283)
C (-0.140, -1.547, -4.159)
C (-0.172, -0.849, -2.947)
Si (-1.159, 0.732, -3.020)
C (-2.936, 0.366, -3.506)
C (-0.355, 1.908, -4.255)
H (2.635, 0.537, -0.659)
H (1.822, 1.429, 0.637)
H (1.351, 1.691, -1.044)
H (-2.888, -0.241, -0.723)
H (-3.362, 0.886, 0.553)
H (-3.708, -0.820, 0.726)
H (1.619, -3.062, -1.110)
H (1.657, -4.250, -3.242)
H (0.524, -3.287, -5.230)
H (-0.644, -1.136, -5.033)
H (-3.230, 0.887, -4.421)
H (-3.616, 0.661, -2.706)
H (-3.066, -0.706, -3.664)
H (-1.077, 2.376, -4.928)
H (0.379, 1.374, -4.862)
H (0.170, 2.704, -3.723)
O (4.097, -2.572, 0.695)
C (3.878, -2.811, 2.003)
C (4.896, -3.451, 2.711)
C (4.744, -3.728, 4.055)
C (3.576, -3.373, 4.725)
C (2.568, -2.739, 4.026)
C (2.694, -2.452, 2.667)
C (1.556, -1.767, 1.988)
O (1.701, -1.557, 0.709)
O (0.561, -1.438, 2.627)
H (3.298, -2.115, 0.354)
H (5.798, -3.717, 2.176)
H (5.546, -4.225, 4.588)
H (3.460, -3.590, 5.778)
H (1.645, -2.446, 4.508)

Force components x, y, z for each atom (eV/Å):
-0.12 0.12 -0.01
0.04 0.02 -0.01
0.01 0.07 -0.17
0.06 0.01 0.05
-0.06 -0.06 0.12
-0.07 -0.11 0.06
0.03 0.07 0.01
0.00 0.00 -0.08
0.02 -0.02 0.01
-0.02 0.00 -0.04
0.01 0.00 0.04
0.00 -0.01 0.00
0.05 -0.02 -0.02
0.04 0.07 0.00
0.00 0.00 0.00
-0.01 0.00 0.01
-0.01 0.01 0.00
0.00 0.00 0.00
0.00 0.00 0.00
0.00 0.00 0.00
0.00 0.01 0.01
-0.05 0.06 -0.03
0.11 -0.12 -0.04
0.04 -0.08 0.08
-0.05 0.07 -0.06
0.01 0.00 -0.01
0.01 -0.01 -0.01
0.00 -0.01 -0.01
-0.01 0.02 0.02
0.02 0.00 0.03
0.03 0.04 0.00
0.01 -0.05 -0.01
-0.03 -0.01 0.01
-0.01 -0.01 -0.01
-0.01 0.00 0.00
0.00 0.04 -0.01
0.00 0.00 0.02
-0.02 -0.02 0.01
-0.01 0.00 0.00
0.00 0.00 0.00
0.00 0.00 0.00
0.00 0.00 0.00
0.00 -0.01 0.00
0.00 0.01 0.00
0.01 0.00 0.00
0.00 0.00 0.00
0.00 0.01 0.01
-0.01 0.00 -0.01
0.02 -0.02 0.01
-0.04 0.03 -0.01
-0.03 0.00 0.00
0.02 -0.01 0.02
-0.01 0.01 -0.01
0.01 -0.01 0.01
-0.02 0.00 0.01
0.04 -0.01 -0.03
-0.07 -0.03 0.18
0.07 -0.04 -0.08
0.00 0.01 -0.05
0.02 0.00 0.01
0.00 0.00 0.00
0.00 0.00 0.00
0.00 0.00 0.00
0.00 0.00 0.00

Here are the Mulliken charges for atoms 1 to 4, given in e: number 1, Ru, carries -0.31; number 2, N, carries -0.53; number 3, C, carries 0.40; number 4, S, carries -0.46

***

The following is a quantum chemistry calculation of a single C25H28N6O2 molecule, from OMol25.

Calculated values
- LUMO (eV) = 0.5
- SMILES = O=C(Nc1ccc(-c2ccnc(Nc3ccc(N4CCOCC4)cc3)n2)cc1)[C@@H]1CCCN1
- HOMO energy (eV) = -6.917
- gap between HOMO and LUMO (eV) = 7.37

Element x y z (Å)
O (7.620, 1.265, -0.556)
C (7.487, 0.250, 0.092)
N (6.319, -0.259, 0.552)
C (5.019, 0.212, 0.393)
C (4.724, 1.409, -0.255)
C (3.413, 1.827, -0.370)
C (2.368, 1.067, 0.151)
C (0.968, 1.487, 0.041)
C (0.587, 2.826, -0.122)
C (-0.770, 3.075, -0.206)
N (-1.688, 2.126, -0.142)
C (-1.237, 0.880, 0.023)
N (-2.092, -0.166, 0.105)
C (-3.482, -0.224, 0.043)
C (-4.294, 0.896, -0.110)
C (-5.665, 0.764, -0.169)
C (-6.287, -0.486, -0.065)
N (-7.657, -0.607, -0.133)
C (-8.540, 0.503, 0.147)
C (-9.820, -0.019, 0.798)
O (-10.531, -0.913, -0.035)
C (-9.698, -1.647, -0.909)
C (-8.303, -1.883, -0.333)
C (-5.462, -1.605, 0.092)
C (-4.090, -1.473, 0.140)
N (0.052, 0.530, 0.121)
C (2.672, -0.138, 0.786)
C (3.977, -0.558, 0.911)
C (8.691, -0.609, 0.523)
C (9.738, -0.684, -0.613)
C (9.655, -2.133, -1.114)
C (8.368, -2.663, -0.465)
N (8.256, -1.973, 0.816)
H (6.429, -1.151, 1.029)
H (5.525, 1.999, -0.668)
H (3.206, 2.747, -0.894)
H (1.305, 3.625, -0.159)
H (-1.155, 4.080, -0.329)
H (-1.618, -1.053, 0.220)
H (-3.836, 1.867, -0.194)
H (-6.260, 1.651, -0.317)
H (-8.055, 1.195, 0.840)
H (-8.796, 1.051, -0.772)
H (-10.501, 0.807, 1.016)
H (-9.563, -0.518, 1.745)
H (-9.603, -1.115, -1.867)
H (-10.203, -2.599, -1.089)
H (-8.388, -2.454, 0.605)
H (-7.725, -2.475, -1.048)
H (-5.890, -2.590, 0.192)
H (-3.478, -2.357, 0.263)
H (1.862, -0.730, 1.182)
H (4.203, -1.489, 1.412)
H (9.094, -0.133, 1.422)
H (10.735, -0.442, -0.250)
H (9.476, 0.034, -1.390)
H (10.513, -2.711, -0.765)
H (9.618, -2.198, -2.199)
H (7.501, -2.383, -1.070)
H (8.365, -3.744, -0.325)
H (8.896, -2.399, 1.481)

Force components x, y, z for each atom (eV/Å):
0.03 0.26 -0.13
0.13 -0.29 0.25
-0.17 -0.33 0.23
-0.28 0.28 -0.13
0.24 0.07 -0.05
-0.26 -0.19 0.15
0.42 -0.11 0.02
-0.58 0.24 -0.06
-0.10 -0.06 -0.01
0.45 0.01 -0.01
-0.40 -0.30 0.01
0.40 0.42 0.00
0.25 -0.53 0.07
-0.49 0.08 -0.03
0.09 0.03 0.03
-0.17 -0.21 0.06
0.23 0.08 -0.03
-0.33 -0.08 0.00
-0.24 0.04 -0.04
0.16 0.24 0.17
-0.09 -0.01 0.00
0.19 -0.22 -0.18
-0.19 -0.03 0.02
-0.11 0.02 -0.03
0.14 0.22 -0.03
0.16 -0.12 0.00
-0.01 0.13 -0.05
0.11 0.05 -0.04
0.15 0.26 -0.10
-0.06 0.12 -0.03
-0.13 -0.09 0.08
0.15 -0.15 -0.26
0.23 -0.19 0.44
0.09 0.16 -0.11
0.02 0.01 -0.01
-0.02 0.09 -0.04
0.07 0.08 0.01
0.08 0.10 0.00
-0.03 0.23 -0.03
-0.08 -0.01 -0.01
-0.07 0.09 -0.03
-0.06 0.00 -0.04
0.02 0.10 0.13
0.13 -0.03 0.03
-0.02 0.09 -0.09
0.01 -0.09 0.09
0.12 0.06 -0.03
0.04 -0.08 -0.11
-0.06 -0.03 0.05
-0.06 -0.09 0.02
0.06 -0.10 0.02
-0.03 -0.07 0.03
0.01 -0.09 0.06
-0.07 -0.05 -0.06
-0.02 0.04 -0.02
0.09 0.02 0.04
-0.01 -0.04 -0.04
0.07 -0.03 -0.07
0.00 -0.09 -0.03
-0.09 0.02 -0.02
-0.09 0.08 -0.05

Here are the Mulliken charges for atoms 1 to 4, given in e: number 1, O, carries -0.68; number 2, C, carries 0.03; number 3, N, carries -0.12; number 4, C, carries 0.91

***

The following is a quantum chemistry calculation of a molecular structure, C25H29BCuN3O5Si, from OMol25.

Calculated values
- LUMO (alpha / beta) (eV) = 2.5 / 2.5
- 2S+1 = 2
- HOMO energy (alpha / beta) (eV) = -3.793 / -4.918
- gap between HOMO and LUMO (alpha / beta) (eV) = 6.26 / 7.39
- <S²> = 0.754
- charge = -1

Element x y z (Å)
Cu (-0.248, -0.257, -0.145)
C (1.930, 1.007, 3.526)
C (1.032, 0.478, 2.588)
N (1.209, 0.592, 1.294)
C (2.288, 1.246, 0.839)
C (3.250, 1.803, 1.692)
C (3.043, 1.667, 3.075)
C (4.392, 2.472, 1.133)
C (4.549, 2.574, -0.202)
C (3.576, 2.025, -1.105)
C (3.692, 2.113, -2.502)
C (2.714, 1.568, -3.291)
C (1.617, 0.940, -2.677)
N (1.489, 0.846, -1.374)
C (2.448, 1.369, -0.594)
H (1.737, 0.884, 4.583)
H (0.146, -0.062, 2.901)
H (3.765, 2.085, 3.767)
H (5.126, 2.890, 1.812)
H (5.414, 3.076, -0.621)
H (4.552, 2.609, -2.937)
H (2.770, 1.614, -4.370)
H (0.820, 0.496, -3.263)
C (-3.195, 3.230, 1.305)
Si (-2.886, 1.629, 0.346)
C (-3.922, 0.287, 1.175)
C (-3.620, 1.901, -1.377)
O (-1.324, 1.300, 0.326)
H (-4.257, 3.494, 1.334)
H (-2.651, 4.061, 0.848)
H (-2.843, 3.129, 2.335)
H (-4.987, 0.542, 1.177)
H (-3.607, 0.142, 2.212)
H (-3.796, -0.662, 0.650)
H (-4.676, 2.185, -1.328)
H (-3.549, 0.993, -1.982)
H (-3.079, 2.693, -1.901)
O (2.215, -1.818, -0.091)
N (1.478, -2.492, 0.622)
O (0.289, -2.065, 0.743)
C (-6.082, -4.492, -4.444)
C (-5.999, -3.039, -4.930)
C (-6.196, -3.033, -6.446)
C (-7.144, -2.231, -4.301)
C (-4.657, -2.434, -4.512)
C (-3.734, -1.953, -5.436)
C (-2.510, -1.393, -5.049)
C (-2.241, -1.330, -3.705)
O (-1.151, -0.834, -3.056)
B (-1.385, -0.987, -1.653)
O (-2.649, -1.623, -1.521)
C (-3.149, -1.810, -2.770)
C (-4.351, -2.360, -3.143)
H (-7.041, -4.935, -4.724)
H (-5.984, -4.555, -3.360)
H (-5.283, -5.091, -4.886)
H (-7.167, -3.471, -6.688)
H (-5.428, -3.621, -6.953)
H (-6.175, -2.019, -6.849)
H (-8.110, -2.653, -4.589)
H (-7.107, -1.192, -4.632)
H (-7.085, -2.235, -3.212)
H (-3.955, -2.001, -6.493)
H (-1.808, -1.021, -5.783)
H (-5.035, -2.717, -2.384)

Force components x, y, z for each atom (eV/Å):
0.04 -0.05 -0.02
0.00 0.00 -0.01
0.00 0.00 0.01
-0.01 -0.01 0.00
-0.01 0.00 0.01
0.00 0.00 -0.01
-0.01 -0.01 0.01
0.00 0.00 0.00
0.01 0.00 -0.01
0.00 0.00 0.01
-0.02 -0.01 0.00
0.02 0.01 -0.01
-0.02 -0.02 0.02
0.00 0.02 -0.03
0.00 0.00 0.00
0.00 0.00 0.00
0.00 0.00 -0.01
0.00 0.00 0.00
0.00 0.00 0.00
0.00 0.00 0.01
0.00 0.00 0.00
0.00 0.00 0.00
0.00 0.01 -0.01
-0.02 0.00 0.01
0.06 -0.03 -0.04
-0.04 0.04 0.00
0.00 -0.02 0.02
-0.03 0.07 0.04
0.00 0.00 0.00
0.00 0.00 0.00
0.00 0.00 0.00
0.00 -0.01 0.01
0.00 0.00 0.00
0.00 -0.01 -0.01
0.00 0.00 0.00
0.00 0.00 -0.01
0.00 0.00 0.00
0.00 -0.01 0.00
0.01 0.01 -0.01
-0.02 -0.01 0.02
0.00 -0.01 0.01
0.00 0.00 -0.01
0.00 0.00 -0.01
-0.01 0.01 0.00
0.00 0.00 0.00
-0.01 0.00 0.00
0.00 0.00 0.00
0.00 -0.02 0.00
0.01 0.04 0.01
-0.01 -0.01 -0.01
0.00 -0.02 0.01
0.00 0.01 -0.01
0.00 0.01 0.00
0.00 0.00 0.00
0.00 0.00 0.00
0.00 0.00 0.00
0.00 0.00 0.00
0.00 0.00 0.00
0.00 0.00 0.00
0.00 0.00 0.00
0.00 0.00 0.00
0.00 0.00 0.00
0.00 0.00 0.00
0.00 0.00 0.00
0.00 0.00 0.00

Here are the Mulliken charges for atoms 1 to 4, given in e: number 1, Cu, carries -0.75; number 2, C, carries -0.92; number 3, C, carries -0.33; number 4, N, carries 0.66

***

Result set for energy relative to the best compared isomer or geometry (same formula, charge and spin): 158.7, 92.3, 59.2, 156.3 kJ/mol, one per record in the order listed.
Result set for strongest force on any atom: 0.0195, 0.0038, 0.0122, 0.0017 Eh/bohr, one per record in the order listed.